ORCA calculation (ωB97M-V/def2-TZVPD) on a molecular structure, C13H22N2OS2 in a non-equilibrium geometry.

Properties
HOMO-LUMO gap ... 8.08 eV
ΔE to the lowest compared entry with this formula, charge and spin ... 1384.8 kJ/mol
HOMO level ... -8.24 eV
Strongest force on any atom ... 0.330 Eh/bohr

Each line ends with the Mulliken charge.
Atoms and positions in Å:
C -2.431 -2.512 0.150  -1.8653
H -2.000 -2.896 1.027  0.3822
H -3.334 -2.782 -0.138  0.5598
H -1.778 -2.954 -0.734  0.2975
C -2.438 -1.163 -0.127  0.6229
C -3.212 -0.585 -1.207  -0.8296
C -2.788 0.775 -1.516  -0.4098
C -2.354 1.750 -0.579  -1.4311
C -1.171 1.150 0.167  -0.0425
N 0.147 1.672 -0.240  0.0206
C 0.953 2.527 0.570  0.3061
O 0.760 2.652 1.628  -0.4143
C 2.297 2.601 -0.296  -0.4251
H 3.110 2.965 0.571  0.3615
H 2.085 3.728 -0.795  0.2934
S 2.722 1.620 -1.383  -0.4295
C 3.248 0.107 -0.498  0.5509
N 3.239 0.223 0.785  -0.2936
C 3.786 -0.852 1.230  -0.7919
H 2.912 -1.192 2.165  0.1964
H 4.586 -0.790 1.716  0.6218
C 3.707 -1.968 0.372  -0.5665
H 4.806 -2.407 0.276  0.3089
H 3.004 -2.788 0.492  0.3187
S 3.575 -1.078 -1.640  -0.1767
H 0.419 1.579 -1.211  0.3403
H -1.146 1.194 1.325  0.2366
C -1.007 -0.246 0.067  0.2724
C -0.287 -1.029 1.345  -1.9822
H -0.722 -0.992 2.243  0.4730
H 0.078 -1.914 0.981  0.6581
H 0.672 -0.435 1.226  0.2641
H -0.507 -0.591 -0.828  0.3206
H -3.207 1.630 0.201  0.2748
H -2.135 2.691 -0.735  0.7626
H -3.449 1.599 -2.209  0.2210
H -1.803 0.837 -2.513  0.1471
H -4.237 -0.479 -0.829  0.3113
H -2.968 -1.157 -2.051  0.2965
H -3.133 -0.489 0.991  0.2391


ORCA calculation (ωB97M-V/def2-TZVPD) on 2 unconnected molecules or ions with the total composition C4H8Cl2NO3S in a non-equilibrium geometry.

Properties
Net charge ... -1
HOMO-LUMO gap ... 7.51 eV
ΔE to the lowest compared entry with this formula, charge and spin ... 0.1 kJ/mol
HOMO level ... -4.33 eV
Strongest force on any atom ... 0.074 Eh/bohr

Each line ends with the Mulliken charge.
Atoms and positions in Å:
C 0.047 0.046 -1.421  -1.1819
C 2.390 0.833 -1.275  -1.6161
C 1.134 0.601 -0.508  0.6320
C 1.129 0.488 0.833  0.5598
N 0.190 0.009 1.625  -0.3370
O -3.944 -1.725 0.097  -0.5957
O -2.664 0.311 0.264  -0.6103
O -1.604 -1.728 0.818  -0.6514
S -2.857 -1.034 0.734  1.1153
Cl -3.370 -0.857 2.707  -0.3221
Cl 2.410 1.182 1.786  -0.2746
H -0.949 0.076 -0.986  0.1103
H 0.233 0.511 -2.403  0.4568
H 0.306 -1.021 -1.525  0.3158
H 2.193 0.219 -2.133  0.3586
H 2.737 1.784 -1.707  0.2352
H 3.240 0.569 -0.809  0.4725
H -0.505 -0.669 1.413  0.1577
H -0.116 0.409 2.489  0.1752


ORCA calculation (ωB97M-V/def2-TZVPD) on 3 unconnected molecules or ions with the total composition C3H14N2O2 in a non-equilibrium geometry.

Properties
HOMO-LUMO gap ... 9.53 eV
ΔE to the lowest compared entry with this formula, charge and spin ... 178.4 kJ/mol
HOMO level ... -8.75 eV
Strongest force on any atom ... 0.060 Eh/bohr

Each line ends with the Mulliken charge.
Atoms and positions in Å:
N 0.351 1.504 1.371  -0.5602
C 1.422 1.429 0.393  -0.2738
C 0.766 1.408 -1.035  -0.9861
N -0.271 0.393 -1.242  -0.3726
C 0.379 -1.008 -1.204  -0.8854
H 0.311 1.085 2.322  0.2479
H -0.572 1.335 0.978  0.2195
H 2.072 2.277 0.469  0.3615
H 2.001 0.502 0.382  0.1863
H 0.276 2.382 -1.110  0.4048
H 1.471 1.550 -1.823  0.4551
H -0.620 0.609 -2.221  0.2205
H 0.975 -1.159 -0.355  0.3896
H -0.420 -1.841 -1.009  0.2630
H 0.992 -1.073 -2.148  0.3128
H -3.333 -0.265 0.699  0.3016
H -1.791 -0.384 0.058  0.3862
O -2.469 -0.819 0.665  -0.7071
H -0.168 -3.390 1.741  0.3139
H -0.943 -2.081 1.172  0.3427
O -0.429 -2.456 1.896  -0.6201


ORCA calculation (ωB97M-V/def2-TZVPD) on a gas-phase ion, C7H11N4 (charge +1) in a non-equilibrium geometry.

Properties
Net charge ... +1
HOMO-LUMO gap (spin up / spin down) ... 7.40 / 7.40 eV
ΔE to the lowest compared entry with this formula, charge and spin ... 700.0 kJ/mol
HOMO level (spin up / spin down) ... -11.79 / -11.79 eV
Strongest force on any atom ... 0.085 Eh/bohr

Each line ends with the Mulliken charge.
Atoms and positions in Å:
C 0.470 -0.875 -1.704  -0.5935
C 0.205 0.398 -2.247  -0.1905
C -0.182 -1.445 -0.548  0.8845
C -0.678 -0.597 0.574  -0.6131
C -1.505 1.296 -0.825  -0.4569
C -1.109 0.842 0.431  0.1588
C 0.278 0.614 2.348  -0.7714
N -0.896 1.149 -1.938  -0.4333
N -0.095 -2.746 -0.409  -0.4199
N 1.262 1.096 0.174  -0.5096
N 0.222 0.532 0.938  0.4165
H 1.334 -1.521 -2.014  0.3328
H 0.851 0.780 -3.052  0.3951
H -2.563 1.537 -1.001  0.3943
H -1.637 1.189 1.340  0.3359
H 0.324 -0.450 2.819  0.2695
H 1.126 1.114 2.604  0.4437
H -0.542 1.108 2.796  0.2783
H 0.045 -3.489 -1.146  0.2811
H -0.395 -3.199 0.473  0.2896
H 2.191 0.593 0.290  0.2777
H 1.294 2.074 0.097  0.2304


ORCA calculation (ωB97M-V/def2-TZVPD) on 2 unconnected molecules or ions with the total composition C11H18 in a non-equilibrium geometry.

Properties
HOMO-LUMO gap ... 9.58 eV
ΔE to the lowest compared entry with this formula, charge and spin ... 527.5 kJ/mol
HOMO level ... -8.71 eV
Strongest force on any atom ... 0.159 Eh/bohr

Each line ends with the Mulliken charge.
Atoms and positions in Å:
C 2.203 1.116 0.582  -0.3751
C 1.501 1.251 -0.702  -0.6996
C 1.037 0.118 -1.323  -0.1198
C 1.391 -1.149 -0.865  -0.1737
C 1.976 -1.274 0.350  -0.5734
C 2.417 -0.135 1.114  -0.7381
C -1.699 -0.010 0.200  2.2598
C -2.503 -0.172 -1.067  -1.1696
C -2.695 0.136 1.373  -1.8247
C -0.963 1.396 -0.053  -1.9561
C -0.816 -1.300 0.272  -1.0473
H 2.502 1.979 1.082  0.5187
H 1.283 2.288 -1.105  0.3512
H 0.433 0.330 -2.201  0.4484
H 0.955 -2.020 -1.321  0.5191
H 1.943 -2.263 0.781  0.3607
H 2.981 -0.245 1.977  0.4937
H -3.461 -0.959 -0.857  0.2881
H -2.894 0.797 -1.627  0.2421
H -1.811 -0.853 -1.923  0.2108
H -2.209 0.459 2.254  0.4788
H -3.349 0.975 1.342  0.4088
H -3.232 -0.909 1.477  0.3203
H -0.339 1.821 0.813  0.3140
H -1.741 2.151 -0.139  0.5098
H -0.297 1.386 -0.743  0.4478
H -0.178 -1.395 -0.651  -0.2609
H -0.166 -1.268 1.232  0.2367
H -1.509 -2.149 0.318  0.5295


ORCA calculation (ωB97M-V/def2-TZVPD) on 2 unconnected molecules or ions with the total composition C2H3NO3 in a non-equilibrium geometry.

Properties
HOMO-LUMO gap ... 9.34 eV
ΔE to the lowest compared entry with this formula, charge and spin ... 304.2 kJ/mol
HOMO level ... -9.22 eV
Strongest force on any atom ... 0.054 Eh/bohr

Each line ends with the Mulliken charge.
Atoms and positions in Å:
C -2.043 0.088 -0.126  0.7174
C 1.140 -0.351 -0.204  -0.5572
N 1.215 0.948 0.406  0.0830
O -2.178 0.733 -1.056  -0.3593
O -1.875 -0.604 0.771  -0.3698
O 0.282 1.252 1.064  -0.2881
H 1.399 -0.227 -1.304  0.2451
H 1.865 -1.006 0.497  0.2555
H 0.195 -0.833 -0.048  0.2734


ORCA calculation (ωB97M-V/def2-TZVPD) on a molecular structure, C2H9NO4 in a non-equilibrium geometry.

Properties
HOMO-LUMO gap ... 8.46 eV
ΔE to the lowest compared entry with this formula, charge and spin ... 169.7 kJ/mol
HOMO level ... -8.53 eV
Strongest force on any atom ... 0.047 Eh/bohr

Each line ends with the Mulliken charge.
Atoms and positions in Å:
H 0.198 -1.264 -0.419  0.4941
O -0.680 -2.175 -0.342  -0.6618
N 0.812 -0.286 0.036  -0.3876
H -0.290 -3.016 -0.098  0.3417
H 1.345 0.189 -0.693  0.2792
H 1.483 -0.309 0.799  0.2887
C -0.314 0.612 0.427  -0.8599
H 0.032 1.640 0.449  0.3691
H -1.158 0.337 -0.202  0.3778
C -1.152 0.084 1.747  0.6856
O -1.293 0.896 2.645  -0.6417
O -1.664 -1.037 1.503  -0.7608
H -1.245 -1.896 0.453  0.4699
O 1.180 2.172 -1.709  -0.6410
H 0.695 1.819 -2.478  0.3315
H 2.051 2.235 -2.118  0.3151


ORCA calculation (ωB97M-V/def2-TZVPD) on 2 unconnected molecules or ions with the total composition C9H14 in a non-equilibrium geometry.

Properties
HOMO-LUMO gap ... 10.11 eV
ΔE to the lowest compared entry with this formula, charge and spin ... 219.0 kJ/mol
HOMO level ... -9.10 eV
Strongest force on any atom ... 0.162 Eh/bohr

Each line ends with the Mulliken charge.
Atoms and positions in Å:
C 0.781 -2.202 0.949  -1.6781
C 1.308 1.478 0.158  -0.3373
C 0.616 2.169 1.143  -0.4193
C 1.394 0.122 0.173  -0.0294
C 0.724 -0.685 1.094  0.7064
C -0.083 1.421 2.049  -0.5715
C 0.010 -0.015 2.050  -0.3265
H 1.697 2.177 -0.670  0.2401
H 0.494 3.260 1.277  0.3171
H 1.938 -0.323 -0.661  0.3362
H -0.757 1.817 2.738  0.4371
H 0.072 -2.544 1.477  0.5374
H 1.720 -2.700 1.559  0.2952
H -0.300 -0.575 3.045  0.1985
H 0.882 -2.485 -0.140  0.2818
C -1.228 0.278 -2.694  -1.1289
C -1.276 -0.514 -1.388  -0.2822
H -1.726 1.192 -2.649  0.3378
H -0.219 0.324 -3.038  0.3022
H -1.788 -0.150 -3.527  0.3397
H -0.528 -1.254 -1.300  0.0233
H -2.378 -0.899 -1.256  0.3375
H -1.352 0.110 -0.388  0.0830